(1)
{"formula": "C29H30Br2O14", "method": "ωB97M-V/def2-TZVPD", "e_above_lowest_ev": 0.308, "e_tot_ha": -7324.4679, "smiles": "CCC[C@H]1[C@H]([C@@H](Br)[C@@H](C)Br)C(=O)O[C@@H]1C.O=C1C=C(O)C(=O)C=C1O.O=C1C=C(O)C(=O)C=C1O.O=C1C=C(O)C(=O)C=C1O", "lumo_energy_ev": -1.67, "orbital_gap_ev": 7.54, "e_homo_ev": -9.2, "elements": ["C", "C", "C", "C", "C", "C", "O", "C", "O", "C", "C", "Br", "C", "C", "Br", "H", "H", "H", "H", "H", "H", "H", "H", "H", "H", "H", "H", "H", "H", "H", "H", "H", "H", "C", "C", "C", "O", "C", "C", "C", "O", "O", "O", "H", "H", "H", "H", "C", "C", "C", "O", "C", "C", "C", "O", "O", "O", "H", "H", "H", "H", "C", "C", "C", "O", "C", "C", "C", "O", "O", "O", "H", "H", "H", "H"], "positions_angstrom": [[-5.18227, -0.84172, 3.40841], [-4.24666, -1.42397, 2.33942], [-2.85326, -0.78699, 2.43117], [-1.87480, -1.43536, 1.45479], [-0.97829, -2.56401, 1.95593], [-1.59880, -3.77886, 2.59799], [-0.25822, -2.90316, 0.74086], [-0.10019, -1.77339, 0.01129], [0.52575, -1.73885, -1.03373], [-0.79175, -0.61724, 0.75104], [-1.13621, 0.50627, -0.20426], [-2.73961, 0.05170, -1.24529], [-1.35523, 1.89814, 0.44148], [-0.78460, 2.08918, 1.82542], [-0.45324, 3.21956, -0.72396], [-4.82551, 0.13629, 3.71926], [-5.23076, -1.46903, 4.29301], [-6.19376, -0.72012, 3.03750], [-4.17993, -2.50085, 2.43822], [-4.64763, -1.15179, 1.36778], [-2.51252, -0.83592, 3.46406], [-2.98947, 0.24895, 2.13937], [-2.48991, -1.92807, 0.70454], [-0.22241, -2.16415, 2.63617], [-0.89535, -4.21099, 3.30284], [-1.82756, -4.55113, 1.87190], [-2.48586, -3.50536, 3.15576], [-0.00589, -0.30748, 1.43847], [-0.35879, 0.59473, -0.94955], [-2.39589, 2.17842, 0.39230], [0.26592, 1.82289, 1.87399], [-0.88289, 3.12851, 2.10185], [-1.31252, 1.51325, 2.57765], [4.85054, -0.66986, -3.42054], [5.93760, -0.02215, -2.98287], [6.23810, 0.12910, -1.51689], [7.25813, 0.71785, -1.21199], [5.30212, -0.42798, -0.55879], [4.20722, -1.07089, -0.99081], [3.92513, -1.24579, -2.46178], [2.92737, -1.86166, -2.77783], [3.31769, -1.59691, -0.16147], [6.83253, 0.52959, -3.78883], [4.62550, -0.78783, -4.47110], [5.52232, -0.30160, 0.49160], [2.59986, -1.99722, -0.69723], [7.51181, 0.92150, -3.20907], [0.14559, -4.33783, -6.55893], [-0.21914, -5.62039, -6.65740], [0.18933, -6.64317, -5.63673], [-0.20188, -7.78549, -5.80154], [1.01736, -6.21772, -4.52779], [1.39026, -4.93170, -4.41653], [0.96515, -3.89906, -5.43545], [1.32808, -2.75346, -5.28558], [2.14297, -4.51296, -3.41500], [-0.96308, -6.09768, -7.64890], [-0.14343, -3.59500, -7.28866], [1.31251, -6.96658, -3.80676], [2.29215, -3.54498, -3.46342], [-1.07417, -7.04834, -7.46286], [-1.25731, 8.61174, 2.73471], [-1.70869, 7.37271, 2.49981], [-1.35972, 6.21435, 3.39543], [-1.83066, 5.12658, 3.11638], [-0.48779, 6.45288, 4.52938], [-0.03282, 7.69143, 4.76216], [-0.40038, 8.85578, 3.88089], [0.04739, 9.94541, 4.17944], [0.76460, 7.99584, 5.77315], [-2.48957, 7.06633, 1.47510], [-1.50366, 9.45038, 2.09947], [-0.23257, 5.61187, 5.15817], [0.93271, 8.95459, 5.70646], [-2.66105, 6.10891, 1.53693]], "mulliken_charge": [-1.3515, -0.2845, -1.2766, 0.6167, 0.3736, -1.5855, -0.4336, 0.1798, -0.6865, -0.2074, -0.9662, -0.1199, 0.0933, -1.1793, -0.1765, 0.3247, 0.2973, 0.3749, 0.3697, 0.3009, 0.3400, 0.5313, 0.5033, 0.3280, 0.3751, 0.3592, 0.3397, 0.3931, 0.7952, 0.5038, 0.3744, 0.2965, 0.2177, -1.2170, 0.3476, 1.0546, -0.6291, -0.8310, 0.4196, 0.8223, -0.5070, -0.5435, -0.5857, 0.4945, 0.4453, 0.1964, 0.3605, -1.0928, 0.3035, 1.0839, -0.6411, -0.8764, 0.5232, 0.9726, -0.5582, -0.4861, -0.5809, 0.4247, 0.4367, 0.3022, 0.3653, -0.9728, 0.3725, 1.0459, -0.6381, -1.0926, 0.4318, 1.0109, -0.6185, -0.5695, -0.5647, 0.4299, 0.4334, 0.3659, 0.3410]}


(2)
{"formula": "C29H30EuF5O5P2Te", "method": "ωB97M-V/def2-TZVPD", "charge": -1, "multiplicity": 8, "e_above_lowest_ev": 2.415, "e_tot_ha": -3659.7862, "s2": 15.7820, "lumo_energy_ev": [2.41, 0.96], "orbital_gap_ev": [6.80, 5.34], "e_homo_ev": [-4.4, -4.4], "elements": ["Eu", "O", "C", "C", "C", "C", "C", "C", "C", "P", "C", "C", "C", "C", "C", "C", "C", "C", "C", "C", "C", "C", "H", "H", "H", "H", "H", "H", "H", "H", "H", "H", "H", "H", "H", "H", "C", "C", "C", "C", "C", "C", "C", "H", "H", "H", "H", "H", "H", "H", "F", "Te", "F", "F", "F", "F", "O", "C", "O", "P", "O", "C", "O", "C", "H", "H", "H", "H", "H", "H", "H", "H", "H"], "positions_angstrom": [[0.30731, -1.87582, -0.81734], [-0.88106, -2.69560, 2.26224], [-0.04523, -1.89277, 1.84285], [0.67001, -1.03870, 2.85602], [1.31002, -1.49912, 3.99651], [2.01636, -0.60360, 4.78967], [2.04566, 0.74777, 4.46175], [1.37960, 1.21399, 3.33369], [0.71456, 0.31585, 2.51067], [-0.16972, 0.70821, 0.95326], [-1.92867, 0.64992, 1.44240], [-2.35904, 0.44837, 2.74590], [-3.71687, 0.42604, 3.04642], [-4.65258, 0.62047, 2.04483], [-4.22890, 0.83356, 0.73775], [-2.87913, 0.83623, 0.43733], [0.04580, 2.53668, 0.80728], [1.29545, 3.00832, 0.40369], [1.53582, 4.36179, 0.22923], [0.51450, 5.28026, 0.44175], [-0.73514, 4.82633, 0.83716], [-0.96569, 3.46876, 1.02335], [1.25707, -2.55260, 4.24333], [2.53789, -0.95616, 5.67123], [2.58989, 1.44363, 5.08862], [1.39856, 2.26940, 3.09082], [-1.64009, 0.28855, 3.54007], [-4.03162, 0.24089, 4.06563], [-5.71037, 0.58816, 2.27478], [-4.95311, 0.96532, -0.05640], [-2.56075, 0.96472, -0.59087], [2.09467, 2.30106, 0.21529], [2.51712, 4.69840, -0.08301], [0.69098, 6.33900, 0.29702], [-1.54185, 5.52950, 1.00497], [-1.94883, 3.13794, 1.33398], [2.41380, -2.58887, -1.97901], [2.95793, -1.50369, -1.23398], [3.24335, -0.24814, -1.84915], [3.77104, 0.80243, -1.13623], [3.97830, 0.70308, 0.24903], [3.59629, -0.45946, 0.88761], [3.06693, -1.54097, 0.17812], [2.50068, -3.56762, -1.51729], [2.60461, -2.55659, -3.04788], [3.10390, -0.16505, -2.92260], [4.02550, 1.71924, -1.65864], [4.40170, 1.52757, 0.80921], [3.71066, -0.55339, 1.96277], [2.84775, -2.47044, 0.69499], [-0.85130, -3.74110, -1.79989], [-1.92436, -3.61087, 0.20813], [-1.86178, -5.44559, 1.00837], [0.57249, -3.80833, 0.23962], [-3.24686, -4.30691, -0.94904], [-3.41253, -3.21535, 1.30527], [-1.85669, -1.77547, -0.45633], [0.50976, -1.51948, -5.23160], [0.05338, -0.32215, -4.58556], [-0.80692, -0.60385, -3.23504], [-1.11813, 0.93760, -2.82918], [-0.02097, 1.84452, -2.69618], [-2.23794, -0.99461, -3.79901], [-3.01670, -2.12479, -3.31858], [1.34404, -1.24702, -5.87382], [-0.29367, -1.94458, -5.83488], [0.84405, -2.25952, -4.49904], [-0.41508, 2.75573, -2.25144], [0.41704, 2.05502, -3.67153], [0.75104, 1.44193, -2.03237], [-3.71813, -2.34257, -4.11898], [-3.53271, -1.83513, -2.40724], [-2.37308, -2.97031, -3.09052]], "lowdin_spin": [6.0980, 0.1671, 0.0532, 0.0268, 0.0014, 0.0010, -0.0017, 0.0005, -0.0006, 0.0053, 0.0013, -0.0002, 0.0004, -0.0003, 0.0005, 0.0010, 0.0019, 0.0005, 0.0000, 0.0004, 0.0001, 0.0007, 0.0004, 0.0002, -0.0001, 0.0001, 0.0000, 0.0001, 0.0000, 0.0000, 0.0003, 0.0001, 0.0000, 0.0000, 0.0000, 0.0001, -0.0259, -0.0044, -0.0014, 0.0013, -0.0012, 0.0011, -0.0015, -0.0006, -0.0024, 0.0000, 0.0001, -0.0001, 0.0001, 0.0013, 0.0576, 0.1328, 0.1693, 0.0610, 0.0423, 0.0182, 0.1897, -0.0001, 0.0011, 0.0007, 0.0007, 0.0007, -0.0009, 0.0006, 0.0000, 0.0000, -0.0001, 0.0000, 0.0000, 0.0007, 0.0001, 0.0004, 0.0003]}


- Which formula does entry 2 have?
  C29H30EuF5O5P2Te